[1]
DFT (wB97M-V/def2-TZVPD) results for a molecular structure, C28H15B4F9O39V in a non-equilibrium geometry.

HOMO level (spin up / spin down): -0.1986 / -0.1986 hartree
2S+1: 2
HOMO-LUMO gap (spin up / spin down): 7.081 / 7.511 eV
total charge: -2
DFT total energy: -5953.6495 a.u.
max |F|: 0.133 Eh/bohr
molecular weight: 1240.56 g mol⁻¹

Each line ends with the Mulliken charge.
Positions of all 96 atoms, in Å:
1 H 4.530 -4.023 0.684  0.101
2 C -1.723 2.976 -1.632  0.240
3 C -6.114 2.125 -1.989  0.347
4 F 5.348 -0.535 -1.750  -0.245
5 H -4.544 -1.229 -3.036  0.343
6 C 4.732 1.176 2.274  0.574
7 O -4.895 2.931 -0.207  -0.114
8 O -4.901 -2.019 1.374  -0.500
9 O -2.959 3.478 -1.755  -0.446
10 O 4.531 -3.543 -1.241  -0.289
11 O -2.773 2.854 4.195  -0.486
12 C -3.990 3.341 3.776  0.589
13 C -2.703 -1.410 1.289  0.301
14 O -1.547 -1.430 0.937  0.005
15 F -0.577 -5.416 -2.380  -0.293
16 O -3.234 -0.490 2.045  -0.127
17 C -3.647 4.305 2.688  0.774
18 O 4.747 1.995 -0.559  -0.579
19 C -3.739 -2.434 0.829  0.307
20 O 2.048 0.706 -0.369  0.247
21 O -4.415 5.162 2.259  -0.693
22 C 0.085 -4.380 -1.794  0.950
23 H -2.805 -1.242 -1.601  -0.440
24 C -0.638 -2.938 -2.000  0.259
25 F 0.110 -4.651 -0.509  -0.215
26 O -7.109 3.335 0.019  -0.617
27 C -2.626 -1.765 -2.540  0.437
28 C 3.959 -2.319 -1.558  0.002
29 C 0.497 3.055 3.072  0.147
30 O -2.513 4.082 2.236  -0.656
31 O 2.936 1.548 -4.614  -0.517
32 F 4.763 -2.941 3.239  -0.253
33 F 4.077 -0.927 -3.457  -0.238
34 C 1.739 3.544 -4.912  0.550
35 O -1.806 -2.955 -2.602  -0.352
36 H -4.599 -2.945 -2.594  0.303
37 O -1.418 2.005 2.351  -0.148
38 C -1.846 1.617 -1.101  -0.120
39 F 4.701 -1.790 5.075  -0.243
40 C 3.989 -2.102 3.984  0.785
41 O 1.669 3.309 3.136  -0.602
42 C -6.182 2.897 -0.635  0.618
43 O -4.869 2.021 -2.398  -0.659
44 B -3.988 2.454 -1.315  0.976
45 C 3.882 2.037 -1.415  -0.112
46 F 1.293 -4.218 -2.304  -0.207
47 H 3.801 1.533 1.835  -0.063
48 O -5.032 3.108 4.330  -0.605
49 H 6.352 2.095 3.348  0.369
50 O 0.457 0.815 1.925  -0.140
51 C -0.126 1.809 2.385  -0.023
52 H 5.967 2.750 1.708  0.369
53 C -6.078 -0.325 4.004  0.470
54 O -0.475 3.786 3.586  -0.481
55 C 4.152 -4.466 -0.237  0.491
56 O 0.843 4.165 -5.455  -0.577
57 O -5.174 -1.211 3.599  -0.691
58 O -0.675 3.541 -2.003  -0.640
59 O -6.668 -0.195 5.071  -0.642
60 O -5.589 0.250 1.859  -0.373
61 O 2.136 1.742 -6.699  -0.677
62 H 3.073 -4.619 -0.275  -0.015
63 C 2.456 1.437 -1.307  0.679
64 H 4.972 3.200 3.072  0.280
65 O -7.086 1.627 2.938  -0.581
66 F 2.803 -2.728 4.298  -0.200
67 O 2.281 3.661 -3.718  -0.454
68 C -6.339 0.661 2.852  0.604
69 H -2.035 -1.125 -3.196  0.758
70 O 2.027 1.528 -2.505  -0.187
71 H 4.072 -6.324 -1.356  0.314
72 O 4.465 0.204 3.320  -0.374
73 H 5.726 -5.765 -0.859  0.331
74 O -0.192 -1.934 -1.474  -0.586
75 H 5.322 0.662 1.515  0.177
76 B -1.762 3.189 3.143  1.053
77 O 2.996 -1.129 2.023  -0.461
78 B -4.734 -0.852 2.222  1.122
79 C 4.680 -5.870 -0.574  -1.396
80 C 5.564 2.386 2.653  -1.388
81 O 2.859 -1.912 -1.118  -0.299
82 H -3.783 -2.398 -4.100  0.441
83 V 0.563 -0.765 0.434  2.936
84 O -7.145 1.836 -2.596  -0.654
85 O -0.851 0.817 -0.907  0.408
86 O 4.120 2.466 -2.622  -0.474
87 O -3.518 -3.295 -0.006  -0.614
88 C 3.741 -0.947 3.013  0.160
89 B 2.855 2.359 -3.337  0.649
90 C -3.990 -2.168 -3.055  -1.606
91 C 2.309 2.199 -5.560  0.649
92 H 4.729 -6.523 0.298  0.387
93 C 4.882 -1.497 -2.498  0.817
94 O -3.158 1.320 -0.920  -0.425
95 F 5.784 -2.162 -3.111  -0.254
96 O 0.951 -2.181 0.863  -0.293



[2]
DFT (wB97M-V/def2-TZVPD) results for a molecular structure, C43H61BN11OS3Tl in a non-equilibrium geometry.

HOMO level: -0.2535 hartree
HOMO-LUMO gap: 7.074 eV
total charge: 0
DFT total energy: -3744.6014 a.u.
max |F|: 0.037 Eh/bohr
molecular weight: 1059.43 g mol⁻¹

Each line ends with the Mulliken charge.
Positions of all 121 atoms, in Å:
1 C 3.330 -3.268 5.684  -0.972
2 C -2.317 0.703 4.786  -0.681
3 C -2.064 2.129 2.487  0.036
4 C 2.151 2.135 -3.792  -1.255
5 S -1.776 -3.208 1.801  -0.188
6 H -1.035 -3.632 4.496  0.690
7 H 4.413 -1.360 -3.588  0.422
8 H -0.354 -5.025 5.330  0.603
9 C 3.375 0.208 -2.506  3.117
10 C 1.048 -3.446 4.904  1.005
11 N 0.725 2.570 0.798  0.544
12 H -2.652 2.582 5.780  0.367
13 C -3.562 -0.592 -0.665  2.598
14 H 2.935 -2.106 3.062  0.081
15 N -1.898 0.804 2.427  0.545
16 H -4.903 1.758 -2.093  0.485
17 H 4.177 -1.291 5.701  0.446
18 H 5.047 1.506 -2.995  0.363
19 Tl 0.073 -0.033 0.189  1.654
20 C -2.971 2.826 -1.931  -0.492
21 B -0.459 3.245 -1.388  -0.551
22 N -1.796 2.457 -1.390  0.252
23 H 3.739 -0.090 -4.626  0.280
24 C 4.892 -1.595 0.952  -1.266
25 C 0.699 4.529 1.902  -1.684
26 C 2.207 -4.036 5.405  -0.227
27 H 0.875 5.279 2.660  0.504
28 H 4.570 1.565 -1.289  0.328
29 H -5.114 -1.522 0.523  0.405
30 H -1.978 2.665 1.544  0.114
31 H 5.211 -0.617 0.584  0.269
32 N -1.897 1.201 -0.891  1.078
33 H 5.373 -5.676 -1.386  0.407
34 C 3.559 -0.692 -3.731  -1.533
35 C 1.824 -5.341 -2.846  -0.470
36 N 0.619 2.498 -2.236  0.091
37 C -2.456 2.083 4.839  -0.549
38 C -3.635 -1.561 -1.851  -1.488
39 H 5.336 -2.394 0.354  0.276
40 H 1.444 -7.486 1.594  0.573
41 C 1.025 -2.067 4.718  0.106
42 H -5.707 -0.279 -0.590  0.347
43 C 2.923 -4.968 -3.612  -0.672
44 H 1.731 -3.024 2.098  -0.791
45 C 2.013 2.500 2.914  0.224
46 C -0.069 -4.679 0.884  0.272
47 C 4.376 -5.589 -1.804  -0.634
48 H 3.834 2.839 1.758  0.452
49 H -3.952 -2.556 -1.516  0.395
50 C 1.074 2.918 -3.438  -0.704
51 N 0.200 -1.381 -2.413  0.475
52 C 3.278 -5.963 -1.048  -0.112
53 N 0.761 -5.775 0.612  0.995
54 C -4.888 -0.545 0.086  -1.757
55 H 2.279 3.253 3.657  0.503
56 C -0.455 -4.328 2.114  -0.873
57 H -2.427 0.094 5.676  0.468
58 H -4.857 0.192 0.893  0.376
59 H 0.975 0.587 2.926  -0.163
60 H 3.434 -3.596 2.162  0.525
61 C 1.317 1.341 3.638  -0.757
62 H 0.796 -7.389 -0.689  0.460
63 C 0.676 -6.723 1.723  -1.111
64 S -1.164 -3.729 -0.136  0.041
65 C 0.931 -5.995 3.047  -0.365
66 C 2.141 -1.290 5.013  -0.748
67 H 0.271 -0.478 -4.219  0.304
68 N 0.050 3.491 0.063  0.150
69 H -1.892 -0.959 3.487  0.178
70 H -0.664 4.318 -1.902  -0.224
71 H 0.891 -6.716 3.869  0.423
72 H 0.125 -1.588 4.338  -0.024
73 H 0.449 1.689 4.206  0.186
74 H -0.012 -2.361 -2.511  0.103
75 C -2.326 2.810 3.668  -0.948
76 H -0.719 0.215 -3.127  0.022
77 H -4.360 -1.201 -2.588  0.386
78 S 3.110 -1.741 0.716  0.662
79 H 5.470 0.163 -1.919  0.456
80 H -2.667 -1.647 -2.350  0.280
81 C -3.138 0.784 -1.110  -0.893
82 O 2.901 -2.636 -0.466  -0.251
83 H 2.777 -4.579 -4.614  0.395
84 C 1.126 3.184 1.907  0.024
85 C -3.871 1.788 -1.772  -1.229
86 C 4.202 -5.093 -3.092  -0.481
87 C 3.296 2.009 2.226  -1.266
88 H 0.600 3.745 -3.950  0.527
89 H -0.463 5.538 0.271  0.497
90 H 5.062 -4.802 -3.685  0.419
91 H 5.155 -1.699 2.008  0.424
92 H -3.089 3.803 -2.381  0.505
93 H 3.040 1.288 1.441  -0.082
94 H 3.963 1.527 2.948  0.508
95 H 2.100 -0.215 4.874  0.282
96 H 0.820 -5.234 -3.251  0.337
97 C -0.163 -4.285 4.548  -2.204
98 C 2.299 1.234 -2.714  -0.219
99 N 1.373 1.458 -1.788  0.680
100 H 2.752 2.212 -4.688  0.493
101 H -0.305 -7.213 1.765  0.297
102 H 1.938 -5.565 3.017  0.166
103 H 3.073 -0.411 -1.663  -1.725
104 C 4.696 0.903 -2.152  -1.765
105 H 2.681 -1.320 -3.912  0.278
106 C 0.019 4.674 0.711  -0.442
107 N -0.085 -4.978 3.277  0.258
108 N -0.406 -0.676 -3.494  -0.598
109 H -2.423 3.889 3.658  0.467
110 C 0.797 -6.299 -0.752  -1.693
111 H 1.208 -1.287 -2.413  -0.453
112 H 3.417 -6.345 -0.040  0.256
113 H 2.227 -5.106 5.591  0.450
114 H -0.117 -6.021 -1.286  0.568
115 C -2.031 0.114 3.565  -0.262
116 H 4.226 -3.742 6.068  0.410
117 C 2.779 -2.720 2.170  -0.033
118 H -2.786 -0.941 0.024  -1.114
119 C 1.992 -5.847 -1.564  0.910
120 H 2.016 0.860 4.333  0.645
121 C 3.301 -1.891 5.483  -0.171



[3]
DFT (wB97M-V/def2-TZVPD) results for a molecular structure, C23H34N2O2 in a non-equilibrium geometry.

HOMO level: -0.2968 hartree
HOMO-LUMO gap: 8.599 eV
total charge: 0
DFT total energy: -1155.9731 a.u.
max |F|: 0.312 Eh/bohr
molecular weight: 370.54 g mol⁻¹

Each line ends with the natural charge from an NBO analysis.
Positions of all 61 atoms, in Å:
1 H 0.821 5.450 -0.818  0.214
2 C -1.859 -2.715 1.234  -0.148
3 C -3.471 -0.752 -0.001  -0.203
4 C -2.625 1.174 -0.611  -0.556
5 H 0.404 0.182 -2.927  0.168
6 H -4.663 2.236 0.691  0.201
7 H -0.316 -4.183 -0.379  0.195
8 H 0.019 -1.254 -1.042  0.232
9 C 1.253 0.387 -2.654  -0.388
10 C -0.373 -2.278 -1.127  -0.441
11 H 3.318 0.946 -1.377  0.220
12 H 2.058 -0.388 -3.029  0.186
13 H 2.776 4.084 -0.023  0.163
14 N -2.212 -1.632 0.231  -0.516
15 C -1.749 -2.025 -1.211  -0.216
16 C 2.400 -2.214 0.137  0.410
17 H 2.451 3.639 1.731  0.252
18 H -3.108 1.024 -1.785  0.193
19 H -0.128 -2.786 -2.292  0.188
20 H -1.550 0.868 -0.847  0.230
21 H -3.107 0.505 2.617  0.217
22 H -1.573 0.414 1.968  0.269
23 H 4.153 -3.931 -0.137  0.246
24 C -4.677 1.268 0.555  -0.551
25 C 4.767 -1.921 0.260  -0.194
26 H -2.369 -2.987 -1.257  0.149
27 C 3.834 -2.876 0.085  -0.232
28 H 5.925 -2.403 0.379  0.202
29 H 0.612 2.228 -1.741  0.194
30 C 0.516 3.644 0.390  -0.194
31 C 1.541 1.425 -1.962  -0.136
32 O 1.586 -3.319 -0.094  -0.511
33 C 2.896 1.021 0.938  0.648
34 H -3.960 -1.311 1.068  0.186
35 C 2.857 1.860 -1.332  -0.272
36 H -0.266 -3.615 2.019  0.211
37 O 2.774 1.415 2.320  -0.707
38 H 0.130 2.711 0.903  0.252
39 H -5.289 0.925 -0.404  0.204
40 H 1.209 -0.865 0.294  0.212
41 C 3.139 -0.320 0.830  -0.040
42 H -2.391 2.243 -0.508  0.202
43 C -2.523 0.871 1.574  -0.599
44 C 2.158 3.503 0.365  -0.198
45 H -0.984 4.741 -0.358  0.205
46 C -0.458 -2.826 1.382  -0.415
47 H 5.474 -0.077 0.928  0.252
48 H -2.379 -2.096 2.381  0.155
49 H -2.332 -3.589 1.145  0.168
50 C 4.525 -0.601 0.536  -0.270
51 H -2.241 -1.390 -1.752  0.205
52 C 0.089 4.647 -0.306  -0.420
53 C 0.145 -3.242 -0.238  0.124
54 H -5.229 1.008 1.402  0.220
55 C -3.279 0.762 0.418  -0.245
56 H -2.533 2.061 1.995  0.216
57 H 0.046 -2.020 1.620  0.196
58 C 2.086 -0.979 0.285  -0.346
59 H -4.044 -1.284 -0.671  0.213
60 H 3.095 2.592 -1.872  0.202
61 N 2.630 2.045 0.077  -0.405